Entry 1:
Below is a gas-phase ion, C4H13N2O (charge +1) at a distorted geometry, with properties calculated with ωB97M-V/def2-TZVPD.

```
20
Properties=species:S:1:pos:R:3:forces:R:3
N -1.71738 0.90937 -0.20907 0.0 -0.1 4.2
C -0.29800 0.52629 0.16069 -0.6 0.1 -1.3
C -0.31384 -0.52955 1.30083 -1.6 -0.7 0.1
C 1.11946 -0.90332 1.75178 1.3 -2.5 -1.9
O 2.15584 0.03228 1.27287 -2.9 1.7 4.1
C 0.19061 -0.30525 -1.01544 2.9 -0.2 -1.0
N -0.26857 0.27460 -2.34408 -0.3 0.8 -0.6
H -1.23558 0.72917 -2.27016 1.8 -0.5 0.1
H -1.99200 1.57596 -0.87742 0.8 1.2 -1.6
H -2.06108 1.47672 0.61339 0.1 -1.4 -0.7
H 0.41811 1.43055 0.35981 -1.4 -1.7 -0.3
H -0.79766 -1.55358 0.88696 0.7 2.6 1.1
H -0.98689 -0.11229 2.13393 1.1 -0.8 -1.0
H 1.51962 -1.87185 1.21506 -1.4 1.4 1.3
H 1.09270 -1.07207 2.85160 0.6 0.2 -0.7
H 1.84726 0.70724 2.00204 2.1 -0.7 -2.4
H 1.33488 -0.29033 -1.03323 -1.5 0.2 0.0
H -0.00445 -1.40936 -1.08665 -0.6 1.2 0.6
H 0.46057 0.92404 -2.78850 -1.6 -1.1 0.6
H -0.46360 -0.53862 -2.92440 0.4 0.2 -0.6
```
Positions in Å, forces in eV/Å.

Summary:
Orbital gap in Eh: 0.373
Relative energy (zero: lowest compared OMol25 entry of this formula, charge and spin) in eV: 3.8251
Lowest unoccupied orbital energy in Eh: -0.1349
Structure (SMILES): N[C@H](C[NH3+])CCO
Total charge: +1

For each atom in turn, the natural (NBO) charge in e is: number 1, N, carries -0.88; number 2, C, carries -0.08; number 3, C, carries -0.45; number 4, C, carries -0.11; number 5, O, carries -0.71; number 6, C, carries -0.25; number 7, N, carries -0.70; number 8, H, carries 0.45; number 9, H, carries 0.36; number 10, H, carries 0.39; number 11, H, carries 0.23; number 12, H, carries 0.24; number 13, H, carries 0.24; number 14, H, carries 0.19; number 15, H, carries 0.21; number 16, H, carries 0.47; number 17, H, carries 0.26; number 18, H, carries 0.24; number 19, H, carries 0.46; number 20, H, carries 0.45


Entry 2:
Below is a molecular structure, C37H26N7O4S2Zr at a distorted geometry, with properties calculated with ωB97M-V/def2-TZVPD.

```
77
Properties=species:S:1:pos:R:3:forces:R:3
Zr 0.34739 0.08413 -0.16329 0.6 -0.5 1.1
O -2.79926 -1.37086 -1.80125 -0.1 0.1 -0.1
C -2.28416 -0.58765 -1.02698 0.0 0.6 0.3
N -1.46213 0.47827 -1.24701 0.1 -0.4 -0.5
C -1.16870 1.11440 -2.47072 -0.3 -0.2 0.3
C -1.92313 1.04466 -3.63561 0.1 0.0 -0.1
C -1.54726 1.82983 -4.71712 0.0 0.0 0.0
C -0.43965 2.67187 -4.64292 -0.1 0.0 0.0
C 0.32095 2.72949 -3.48286 0.0 -0.1 -0.1
C -0.03944 1.94192 -2.40563 0.3 0.2 0.2
N 0.72487 1.90617 -1.18307 -0.9 0.5 0.5
C 0.42176 2.91958 -0.27543 0.4 -0.3 -0.2
O -0.27683 3.88965 -0.43856 0.1 0.1 -0.2
C 1.03377 2.68203 1.09729 -0.2 0.1 0.0
C 1.51457 3.73929 1.84503 0.0 0.0 0.1
C 1.99350 3.47924 3.11462 0.0 0.0 0.1
C 1.97048 2.17586 3.59919 0.0 0.0 0.0
C 1.47741 1.17458 2.79491 0.0 -0.1 -0.1
N 1.00505 1.42374 1.56447 0.0 0.5 -0.1
C -2.51787 -0.68964 0.48322 0.1 0.0 -0.7
C -3.60314 -1.37439 0.96593 0.0 0.1 0.5
C -3.84073 -1.30045 2.33807 -0.1 -0.1 -0.1
C -2.98314 -0.56800 3.13861 0.1 0.1 0.0
C -1.87461 0.03772 2.56092 -0.1 0.0 0.0
N -1.64285 -0.01954 1.25286 0.2 -0.3 -0.1
H -2.78150 0.38936 -3.68502 0.0 0.0 0.0
H -2.12816 1.78986 -5.62924 0.0 0.0 0.0
H -0.17251 3.29039 -5.48894 0.0 0.0 0.0
H 1.18871 3.37176 -3.40973 0.0 0.0 0.0
H 1.49515 4.73326 1.42179 0.0 0.0 0.0
H 2.37982 4.28398 3.72614 0.0 0.0 0.0
H 2.34233 1.93483 4.58462 0.0 0.0 0.0
H 1.47658 0.13941 3.11188 0.0 0.0 0.0
H -4.24249 -1.91047 0.27974 0.0 0.0 0.0
H -4.69536 -1.80162 2.77345 0.0 0.0 0.0
H -3.14546 -0.47562 4.20296 0.0 0.0 0.0
H -1.16075 0.59278 3.15669 0.0 0.0 0.0
N 0.09903 -4.38412 0.02092 -0.1 -0.1 0.1
C 0.62898 -4.91379 1.22793 -0.1 0.1 -0.2
C 1.04742 -6.23077 1.26926 0.0 0.0 0.0
C 1.59544 -6.74221 2.43699 0.0 0.0 0.0
C 1.74750 -5.92734 3.54753 0.0 0.0 0.0
C 1.34717 -4.59935 3.49107 0.0 0.0 0.0
C 0.76960 -4.09779 2.33532 0.3 -0.1 0.2
S 0.19434 -2.43599 2.31308 -0.3 0.0 -0.3
N 0.12296 -2.11769 0.61947 0.0 -0.2 0.0
C 0.06334 -3.06192 -0.25169 0.0 0.0 -0.2
C 0.01455 -2.66978 -1.69517 0.2 -0.1 0.5
C -0.45830 -3.52606 -2.66244 0.0 0.0 -0.2
C -0.38647 -3.12978 -3.99270 0.0 -0.1 0.0
C 0.18600 -1.91234 -4.29048 0.0 0.0 0.0
C 0.61502 -1.09998 -3.25296 0.1 0.1 0.1
N 0.51478 -1.44878 -1.96495 -0.5 -0.2 -0.3
H 0.14482 -4.99877 -0.77471 0.1 0.0 0.0
H 0.94204 -6.85896 0.39238 0.0 0.0 0.0
H 1.91137 -7.77562 2.46881 0.0 0.0 0.0
H 2.18471 -6.31795 4.45568 0.0 0.0 0.0
H 1.47715 -3.95474 4.35168 0.0 0.0 0.0
H -0.91420 -4.46906 -2.39526 0.0 0.0 0.0
H -0.76746 -3.77071 -4.77618 0.0 0.0 0.0
H 0.28616 -1.56026 -5.30731 0.0 0.0 0.0
H 1.06966 -0.14158 -3.46120 -0.1 0.1 0.0
O 6.46462 2.41750 -4.65485 -0.2 -0.1 0.1
C 5.33967 1.67323 -4.76884 0.1 0.1 -0.1
O 4.82558 1.51333 -5.83822 0.0 -0.1 0.0
C 4.79910 1.08609 -3.50334 0.0 0.0 -0.1
C 4.81732 1.77125 -2.29358 0.0 0.0 0.1
C 4.22459 1.21783 -1.16916 0.0 0.1 0.0
C 3.61773 -0.03483 -1.22879 -0.1 0.1 0.1
S 2.81171 -0.71553 0.20711 0.1 0.0 -0.3
C 3.64434 -0.73067 -2.43707 0.1 -0.1 0.0
C 4.21007 -0.16947 -3.56919 -0.1 0.0 0.1
H 6.79654 2.35878 -3.75017 0.1 0.0 0.0
H 5.25680 2.76052 -2.22759 0.0 0.0 0.0
H 4.21361 1.76773 -0.23658 0.0 0.0 0.0
H 3.21566 -1.72211 -2.48350 0.0 0.0 0.0
H 4.19855 -0.69363 -4.51663 0.0 0.0 0.0
```
Positions in Å, forces in eV/Å.

Summary:
Orbital gap in Eh: 0.259
Relative energy (zero: lowest compared OMol25 entry of this formula, charge and spin) in eV: 1.4546
Lowest unoccupied orbital energy in Eh: -0.1296
Total charge: +1

For each atom in turn, the Löwdin charge in e is: number 1, Zr, carries 1.66; number 2, O, carries 0.09; number 3, C, carries -0.48; number 4, N, carries -0.05; number 5, C, carries -0.25; number 6, C, carries -0.01; number 7, C, carries -0.06; number 8, C, carries -0.06; number 9, C, carries -0.01; number 10, C, carries -0.26; number 11, N, carries -0.06; number 12, C, carries -0.47; number 13, O, carries 0.13; number 14, C, carries -0.18; number 15, C, carries 0.03; number 16, C, carries -0.01; number 17, C, carries -0.02; number 18, C, carries -0.14; number 19, N, carries -0.06; number 20, C, carries -0.21; number 21, C, carries 0.03; number 22, C, carries -0.01; number 23, C, carries -0.04; number 24, C, carries -0.14; number 25, N, carries 0.00; number 26, H, carries 0.11; number 27, H, carries 0.11; number 28, H, carries 0.11; number 29, H, carries 0.13; number 30, H, carries 0.13; number 31, H, carries 0.12; number 32, H, carries 0.12; number 33, H, carries 0.09; number 34, H, carries 0.13; number 35, H, carries 0.12; number 36, H, carries 0.12; number 37, H, carries 0.11; number 38, N, carries 0.15; number 39, C, carries -0.23; number 40, C, carries -0.01; number 41, C, carries -0.06; number 42, C, carries -0.06; number 43, C, carries -0.08; number 44, C, carries -0.44; number 45, S, carries 1.02; number 46, N, carries -0.38; number 47, C, carries -0.34; number 48, C, carries -0.20; number 49, C, carries 0.01; number 50, C, carries 0.00; number 51, C, carries 0.00; number 52, C, carries -0.10; number 53, N, carries 0.01; number 54, H, carries 0.13; number 55, H, carries 0.12; number 56, H, carries 0.11; number 57, H, carries 0.11; number 58, H, carries 0.11; number 59, H, carries 0.13; number 60, H, carries 0.13; number 61, H, carries 0.13; number 62, H, carries 0.12; number 63, O, carries 0.12; number 64, C, carries -0.48; number 65, O, carries 0.13; number 66, C, carries -0.15; number 67, C, carries -0.02; number 68, C, carries -0.11; number 69, C, carries -0.66; number 70, S, carries 0.57; number 71, C, carries -0.13; number 72, C, carries -0.01; number 73, H, carries 0.10; number 74, H, carries 0.12; number 75, H, carries 0.10; number 76, H, carries 0.10; number 77, H, carries 0.13


Entry 3:
Below is 2 unconnected molecules or ions with the total composition C4H8O3, with properties calculated with ωB97M-V/def2-TZVPD.

```
15
Properties=species:S:1:pos:R:3:forces:R:3
C 1.54584 1.54172 1.29039 0.1 0.0 0.1
C 0.78209 1.05091 -1.22871 0.1 -0.3 -0.2
O 0.47414 -0.20891 -0.90051 0.0 0.3 -0.1
C -0.79567 -0.42802 -0.38404 -0.4 0.2 0.3
O -1.36515 0.36224 0.31075 0.4 -0.4 -0.5
C -1.31595 -1.79235 -0.74205 0.2 0.0 -0.1
O -2.52403 -2.04738 -0.09542 -0.1 0.1 0.1
H 0.98793 1.70012 2.21389 0.1 0.0 0.0
H 1.80363 0.48207 1.19495 -0.1 0.3 0.0
H 2.45485 2.14568 1.27048 -0.1 -0.1 0.1
H 1.88620 0.98178 -1.35970 -0.2 0.0 -0.1
H 0.87845 1.85937 0.46999 0.1 0.0 0.2
H -1.41710 -1.82166 -1.83851 0.0 0.0 0.1
H -0.55664 -2.53920 -0.47157 -0.1 0.1 0.0
H -2.77985 -1.22698 0.35549 0.0 -0.1 0.0
```
Positions in Å, forces in eV/Å.

Summary:
Orbital gap in Eh: 0.341
Relative energy (zero: lowest compared OMol25 entry of this formula, charge and spin) in eV: 4.5114
Lowest unoccupied orbital energy in Eh: -0.0023

For each atom in turn, the natural (NBO) charge in e is: number 1, C, carries -0.84; number 2, C, carries 0.13; number 3, O, carries -0.54; number 4, C, carries 0.78; number 5, O, carries -0.53; number 6, C, carries -0.17; number 7, O, carries -0.70; number 8, H, carries 0.23; number 9, H, carries 0.21; number 10, H, carries 0.22; number 11, H, carries 0.10; number 12, H, carries 0.22; number 13, H, carries 0.20; number 14, H, carries 0.21; number 15, H, carries 0.49


Question: Which value of relative energy (zero: lowest compared OMol25 entry of this formula, charge and spin) does entry 3 give?
Answer: 4.5114 eV